The following is a DFT calculation (wB97M-V/def2-TZVPD) of a molecular structure, C24H16AsCl2CoNSe2Te2.

XYZ file:
```
49
C24H16AsCl2CoNSe2Te2 (wB97M-V/def2-TZVPD)
Co -2.681 0.579 -0.539
Se -3.213 -1.350 -2.098
Te -3.998 -0.215 -4.203
Te -5.265 1.881 -3.051
Se -3.321 2.736 -1.738
C 2.064 3.252 -3.950
C 1.057 3.705 -3.110
C 0.449 2.832 -2.219
C 0.850 1.501 -2.145
C 1.854 1.052 -2.997
C 2.458 1.922 -3.895
As -0.094 0.366 -0.837
C 0.851 -1.296 -1.176
C 0.540 -2.245 -2.136
C 1.331 -3.383 -2.248
C 2.414 -3.570 -1.397
C 2.713 -2.629 -0.422
C 1.931 -1.484 -0.306
C 2.106 -0.419 0.703
C 3.063 -0.397 1.712
C 3.069 0.640 2.632
C 2.115 1.650 2.561
C 1.156 1.632 1.557
C 1.167 0.612 0.623
H 2.530 3.929 -4.657
H 0.722 4.733 -3.164
H -0.371 3.182 -1.601
H 2.168 0.015 -2.962
H 3.235 1.557 -4.557
H -0.332 -2.106 -2.764
H 1.090 -4.134 -2.991
H 3.021 -4.464 -1.483
H 3.546 -2.795 0.251
H 3.790 -1.196 1.797
H 3.807 0.650 3.425
H 2.109 2.440 3.302
H 0.382 2.391 1.521
Cl -0.742 -2.165 2.116
C -2.138 -1.496 2.945
C -2.507 -2.063 4.140
C -3.605 -1.572 4.850
C -4.309 -0.502 4.302
C -3.934 0.056 3.102
Cl -4.867 1.394 2.473
C -2.812 -0.380 2.310
N -2.397 0.155 1.204
H -1.928 -2.897 4.520
H -3.904 -2.014 5.791
H -5.173 -0.093 4.814
```

## Properties
- Lowest unoccupied orbital energy (spin up / spin down): 4.197 / 4.195 eV
- Gap between HOMO and LUMO (spin up / spin down): 4.836 / 4.945 eV
- E: -10856.8518 a.u.
- 2S+1: 4
- Total charge: -2
- HOMO (spin up / spin down): -0.64 / -0.75 eV
- <S²>: 3.7783

Results of the natural (NBO) charge analysis, in e, for atoms 1 through 2: atom 1 (Co): 1.090, atom 2 (Se): -0.771

---

The following is a DFT calculation (wB97M-V/def2-TZVPD) of a molecular structure, C24H16BF5IrN10OSe.

XYZ file:
```
59
C24H16BF5IrN10OSe (wB97M-V/def2-TZVPD)
Ir 0.121 1.085 -0.092
C -2.867 -1.245 2.126
C -1.663 -0.544 2.091
N -1.245 -0.384 0.839
N -2.163 -0.981 0.043
C -3.153 -1.495 0.805
B -2.076 -0.897 -1.500
N -2.418 0.562 -1.900
C -3.403 1.153 -2.612
C -3.200 2.511 -2.619
C -2.051 2.688 -1.852
N -1.589 1.518 -1.421
N -0.681 -1.259 -2.043
C -0.352 -2.111 -3.049
C 0.967 -1.918 -3.364
C 1.386 -0.902 -2.497
N 0.393 -0.516 -1.710
N -3.049 -1.974 -2.093
C -3.815 -2.010 -3.132
C -4.329 -3.367 -3.261
C -3.743 -4.069 -2.196
N -2.942 -3.276 -1.518
H -3.447 -1.525 2.990
H -1.087 -0.157 2.918
H -4.018 -1.981 0.380
H -4.211 0.597 -3.054
H -3.807 3.266 -3.090
H -1.549 3.604 -1.580
H -1.056 -2.805 -3.479
H 1.548 -2.430 -4.113
H 2.358 -0.440 -2.424
H -3.980 -1.157 -3.774
H -4.973 -3.750 -4.042
H -3.842 -5.114 -1.938
Se 3.407 2.560 -0.626
N 2.388 1.155 -0.173
C 3.208 0.152 0.129
C 2.824 -1.153 0.559
C 3.803 -2.045 0.840
C 5.200 -1.730 0.712
C 5.613 -0.515 0.301
C 4.621 0.471 -0.001
N 4.900 1.699 -0.393
H 1.777 -1.409 0.652
H 3.525 -3.038 1.173
H 5.933 -2.489 0.953
H 6.660 -0.266 0.195
F 2.136 3.272 6.524
C 1.758 3.139 5.289
C 1.529 4.280 4.508
F 1.718 5.472 5.037
C 1.117 4.141 3.218
F 0.906 5.198 2.475
C 0.894 2.839 2.622
O 0.485 2.770 1.446
C 1.166 1.701 3.471
F 0.978 0.486 2.977
C 1.578 1.842 4.756
F 1.811 0.794 5.516
```

## Properties
- Lowest unoccupied orbital energy (spin up / spin down): -5.860 / -9.802 eV
- Gap between HOMO and LUMO (spin up / spin down): 7.326 / 4.127 eV
- E: -4576.2481 a.u.
- 2S+1: 6
- Total charge: +2
- HOMO (spin up / spin down): -13.19 / -13.93 eV
- <S²>: 8.8041

Results of the natural (NBO) charge analysis, in e, for atoms 1 through 2: atom 1 (Ir): 1.295, atom 2 (C): -0.311

---

The following is a DFT calculation (wB97M-V/def2-TZVPD) of a molecular structure, C24H16Cl2FeN6O3S2 at a distorted geometry.

XYZ file:
```
54
C24H16Cl2FeN6O3S2 (wB97M-V/def2-TZVPD)
Fe 0.273 -0.909 -0.001
Cl -0.561 0.355 6.861
C -0.014 0.531 5.244
C -0.581 -0.326 4.228
C -0.199 -0.290 2.870
N -0.680 -0.992 1.875
C -1.563 -2.076 2.168
O -2.227 -2.278 3.158
C -1.552 -3.034 1.051
C -2.426 -4.116 0.998
C -2.181 -5.178 0.108
C -1.113 -4.998 -0.783
C -0.437 -3.790 -0.825
N -0.602 -2.827 0.088
C 0.794 0.741 2.464
C 1.361 1.579 3.470
C 0.953 1.451 4.821
Cl 1.784 2.532 5.971
N 1.133 0.638 1.194
C 2.185 1.367 0.684
O 2.650 2.451 1.070
C 2.688 0.721 -0.521
C 3.758 1.251 -1.211
C 4.221 0.579 -2.344
C 3.707 -0.674 -2.647
C 2.733 -1.233 -1.843
N 2.081 -0.502 -0.884
H -1.389 -0.990 4.493
H -3.205 -4.115 1.784
H -2.730 -6.103 0.179
H -0.808 -5.852 -1.381
H 0.228 -3.618 -1.658
H 2.103 2.304 3.147
H 4.238 2.087 -0.699
H 4.972 1.038 -2.987
H 4.100 -1.273 -3.456
H 2.421 -2.265 -1.930
S -3.306 0.375 -0.443
C -2.388 -0.172 -1.698
S -0.650 0.072 -1.769
C -3.001 -0.761 -2.812
C -4.394 -0.827 -2.893
N -5.537 -0.975 -3.017
C -2.310 -1.118 -3.955
N -1.689 -1.416 -4.883
C 0.506 5.278 -1.226
C -0.600 4.503 -1.885
O -1.626 4.235 -0.895
H 1.294 5.686 -1.887
H 1.022 4.660 -0.509
H 0.041 6.114 -0.646
H -0.143 3.578 -2.247
H -1.087 4.981 -2.726
H -2.247 3.599 -1.262
```

## Properties
- Lowest unoccupied orbital energy (spin up / spin down): 4.122 / 4.087 eV
- Gap between HOMO and LUMO (spin up / spin down): 5.759 / 5.744 eV
- E: -4459.0181 a.u.
- 2S+1: 5
- Energy above the lowest of the compared OMol25 structures with the same formula, charge and spin: 32.6 kcal per mole
- Total charge: -2
- HOMO (spin up / spin down): -1.64 / -1.66 eV
- <S²>: 6.0287

Results of the natural (NBO) charge analysis, in e, for atoms 1 through 2: atom 1 (Fe): 1.332, atom 2 (Cl): -0.020

---

The following is a DFT calculation (wB97M-V/def2-TZVPD) of a molecular structure, C24H17BrCl3GeO7S2Ti.

XYZ file:
```
56
C24H17BrCl3GeO7S2Ti (wB97M-V/def2-TZVPD)
Ti -1.537 -0.459 0.145
O -2.557 0.555 3.977
S -1.717 0.162 2.899
O -1.199 1.195 2.001
O -2.346 -0.841 1.958
C -0.310 -0.711 3.593
C -0.180 -0.577 4.962
C 0.873 -1.176 5.656
C 1.801 -1.921 4.970
C 1.684 -2.064 3.588
C 0.648 -1.472 2.891
S 0.667 -1.782 1.133
O -0.585 -2.456 0.777
O 1.907 -2.391 0.793
O 0.473 -0.399 0.527
H -0.919 0.002 5.496
H 0.946 -1.052 6.727
H 2.622 -2.395 5.490
H 2.415 -2.642 3.043
Cl -3.734 -5.448 -4.767
C -3.024 -4.187 -3.806
C -3.581 -3.873 -2.576
C -2.994 -2.861 -1.841
Cl -3.617 -2.486 -0.271
C -1.877 -2.141 -2.285
O -1.358 -1.161 -1.552
C -1.341 -2.514 -3.524
Cl 0.044 -1.695 -4.128
C -1.909 -3.524 -4.285
H -4.439 -4.406 -2.200
H -1.479 -3.786 -5.240
Br -3.294 1.122 -0.576
Ge -0.424 2.138 -0.556
C 0.238 1.649 -2.303
C -0.464 2.102 -3.419
C 0.071 1.960 -4.688
C 1.309 1.360 -4.851
C 2.003 0.882 -3.750
C 1.463 1.011 -2.483
C 0.942 2.644 0.716
C 0.700 3.847 1.374
C 1.631 4.377 2.253
C 2.813 3.703 2.493
C 3.066 2.501 1.846
C 2.136 1.972 0.970
H -1.426 3.295 -0.647
H -1.436 2.569 -3.303
H -0.477 2.315 -5.548
H 1.730 1.254 -5.841
H 2.961 0.397 -3.880
H 2.005 0.605 -1.638
H -0.226 4.384 1.213
H 1.424 5.311 2.756
H 3.539 4.111 3.183
H 3.989 1.969 2.030
H 2.351 1.024 0.499
```

## Properties
- Lowest unoccupied orbital energy (spin up / spin down): -1.256 / -2.266 eV
- Gap between HOMO and LUMO (spin up / spin down): 7.362 / 6.372 eV
- E: -9128.9415 a.u.
- 2S+1: 2
- Energy above the lowest of the compared OMol25 structures with the same formula, charge and spin: 34.7 kcal per mole
- HOMO (spin up / spin down): -8.62 / -8.64 eV
- <S²>: 0.7573

Results of the natural (NBO) charge analysis, in e, for atoms 1 through 2: atom 1 (Ti): 1.281, atom 2 (O): -0.901

---

Look up the E of the first one.
-10856.8518 a.u.

---

Which formula does entry 4 have?
C24H17BrCl3GeO7S2Ti

---

Among the records above, which one has the highest <S²>?
C24H16BF5IrN10OSe

---

What is the <S²> in the first record?
3.7783